74
Properties=species:S:1:pos:R:3:mulliken_charge:R:1 method="wB97M-V/def2-TZVPD" energy_ev=-82507.90849 spin_multiplicity=2 homo_ev="-7.22 / -7.27" gap_ev="7.7 / 7.8"
Mn 0.37092 0.37469 0.07959 0.326
Si -0.53606 3.32978 -0.73178 -0.255
O -0.13799 -1.54729 0.83106 0.576
O 1.96143 0.70174 1.41768 -0.742
O -2.26511 1.00217 2.80181 -0.688
O 1.34283 2.07123 5.67963 -0.641
O 0.89179 -0.64128 -1.60035 -0.147
N -0.14210 0.99428 2.03874 2.150
N 0.14708 1.81160 -1.24416 0.083
N 1.64436 1.41454 3.55021 0.220
C 0.67030 4.14577 0.45770 -0.775
C -0.68947 -0.74632 5.26419 -0.841
C 0.84472 1.75381 4.62641 -0.235
C 0.13929 -4.13963 -2.35111 -0.972
C 1.60099 0.57773 -5.01550 -0.786
C -1.53715 -1.88770 1.00675 -0.470
C 0.99837 0.16798 -2.75216 0.656
C -1.21518 0.67208 5.44351 -1.621
C 0.78652 2.35961 -3.59802 -0.373
C -0.74875 4.13271 3.71003 -0.784
C -1.55281 -3.10522 1.93318 -0.804
C -1.08237 1.20576 3.00747 -1.418
C 1.16299 1.03622 2.32427 0.075
C 0.61208 1.49631 -2.50545 0.331
C -0.10193 -3.59677 1.90608 -0.474
C 0.65658 -2.29404 1.76304 -0.595
C 1.04359 -2.01795 -1.74575 -0.257
C -1.26015 3.06158 4.66234 -1.655
C 1.32425 -4.74848 -1.95367 -0.558
C 2.23467 -2.60019 -1.36120 -0.053
C -0.65429 1.66542 4.40889 2.703
C 1.47788 -0.30745 -3.94983 -0.765
C 2.36914 -3.97942 -1.46246 -0.818
C 1.25954 1.90505 -4.82118 -1.031
C -0.93516 4.59096 -2.07942 -1.482
C -0.00647 -2.76535 -2.24940 0.258
C -2.21035 3.05606 0.06770 -0.928
H 1.43394 -5.82179 -2.03446 0.419
H -1.92479 -2.11948 0.01343 0.366
H 1.65523 -2.38802 1.34254 0.387
H -1.22392 5.09100 3.92057 0.560
H -0.91553 -2.26468 -2.55843 0.615
H -1.11900 -1.41710 6.00832 0.573
H -2.26230 -3.85988 1.59894 0.428
H -0.95124 -1.13619 4.27755 -0.119
H -0.67352 -4.73766 -2.74194 0.419
H 0.33030 4.27612 3.80523 0.281
H 1.36923 2.61252 -5.63370 0.393
H -0.96621 3.87732 2.67207 -0.206
H -2.30040 2.14093 0.64901 0.154
H 0.25954 5.06605 0.88092 0.359
H 2.64625 1.44390 3.67637 0.303
H 1.75868 -1.34660 -4.05730 0.465
H -1.83148 -2.80960 2.94505 0.305
H -2.96419 3.02142 -0.72479 0.478
H -1.59509 5.33332 -1.62034 0.394
H 0.71335 -1.75239 2.71400 0.070
H 1.59597 4.39812 -0.06560 0.412
H -2.34137 2.95422 4.56402 0.473
H -2.06125 -1.02186 1.41233 0.117
H -2.30058 0.68705 5.34467 0.471
H 0.93530 3.48216 1.28364 0.026
H 0.17524 -4.14840 2.80313 0.393
H -0.95731 1.04875 6.43407 0.501
H 0.08568 -4.22520 1.03319 0.224
H -1.03941 3.32916 5.69704 0.454
H 0.39726 -0.78914 5.37446 0.251
H -1.48397 4.13507 -2.90632 0.397
H -2.47346 3.89679 0.71649 0.320
H -0.07718 5.12799 -2.48596 0.381
H 0.55579 3.40585 -3.48726 0.322
H 3.29566 -4.45069 -1.16174 0.413
H 1.97392 0.23054 -5.96896 0.400
H 3.03449 -1.97303 -0.98745 0.591


16
Properties=species:S:1:pos:R:3:mulliken_charge:R:1 method="wB97M-V/def2-TZVPD" energy_ev=-9878.17566 smiles="C=C(N)O[C@@H](C)O" homo_ev=-8.16 gap_ev=9.2
O 1.24907 -0.50733 -1.25403 -0.537
O -1.00562 -0.11292 -0.49077 -0.409
N -1.35443 -2.01668 0.74888 -0.496
C 0.17026 -0.32070 1.54200 -1.016
C 0.17513 0.36247 -1.24509 0.061
C -0.72039 -0.78513 0.65131 0.795
C 0.57327 1.78397 -0.84312 -1.170
H -2.24053 -2.11559 0.26722 0.247
H 0.93390 2.32893 -1.72054 0.338
H 0.47179 0.71564 1.50627 0.275
H 1.38524 1.80107 -0.10588 0.300
H -0.23142 0.33399 -2.25337 0.330
H 1.72447 -0.43431 -0.40994 0.442
H -0.28480 2.31096 -0.42387 0.348
H -1.36828 -2.39543 1.68561 0.226
H 0.52235 -0.94894 2.34533 0.266